(1)
{"formula": "C3H5NOS2", "method": "ωB97M-V/def2-TZVPD", "e_homo_ev": -8.4139, "smiles": "SCC1=NSCO1", "orbital_gap_ev": 9.1949, "spin_multiplicity": 1, "e_above_lowest_kj_mol": 86.2, "species": ["C", "C", "C", "H", "H", "H", "H", "H", "N", "O", "S", "S"], "positions_angstrom": [[-1.43, -0.67, -0.47], [-0.23, -0.21, 0.29], [2.03, 0.19, 0.38], [-2.19, 1.49, -1.06], [-1.23, -1.66, -0.90], [-2.28, -0.76, 0.23], [2.42, 1.03, -0.23], [2.82, -0.54, 0.55], [-0.30, 0.37, 1.42], [0.96, -0.44, -0.31], [-1.85, 0.43, -1.86], [1.29, 0.75, 1.95]]}

(2)
{"formula": "C9H31ClN11O10", "method": "ωB97M-V/def2-TZVPD", "e_homo_ev": -6.3142, "total_charge": -1, "orbital_gap_ev": 8.2733, "spin_multiplicity": 1, "species": ["Cl", "O", "O", "O", "O", "C", "O", "N", "N", "H", "H", "H", "H", "C", "O", "N", "N", "H", "H", "H", "H", "C", "O", "N", "N", "H", "H", "H", "H", "C", "O", "N", "N", "H", "H", "H", "H", "C", "O", "N", "N", "H", "H", "H", "H", "C", "C", "C", "O", "C", "N", "H", "H", "H", "H", "H", "H", "H", "H", "H", "H", "H"], "positions_angstrom": [[1.55, -0.81, -0.04], [2.34, -1.60, -1.00], [0.97, 0.32, -0.76], [0.59, -1.63, 0.62], [2.40, -0.26, 0.99], [4.43, -4.21, 6.30], [4.94, -4.96, 7.11], [4.66, -4.16, 4.96], [3.54, -3.34, 6.70], [5.26, -4.85, 4.52], [4.31, -3.37, 4.44], [3.07, -2.80, 5.99], [3.65, -3.21, 7.70], [9.46, 0.34, -2.03], [10.62, 0.64, -2.46], [9.17, 0.29, -0.76], [8.45, 0.12, -2.75], [8.23, 0.16, -0.42], [9.90, 0.51, -0.09], [8.56, 0.32, -3.74], [7.56, 0.00, -2.28], [-0.53, -5.64, -7.33], [-1.40, -6.12, -8.09], [-0.65, -4.63, -6.53], [0.73, -6.04, -7.20], [-1.51, -4.10, -6.50], [0.23, -4.27, -6.19], [1.00, -5.77, -6.26], [0.90, -6.98, -7.51], [-7.45, -3.78, 0.71], [-8.67, -3.74, 0.75], [-6.71, -4.28, -0.19], [-6.66, -3.21, 1.53], [-5.73, -4.04, -0.33], [-7.33, -4.72, -0.84], [-7.15, -2.78, 2.31], [-5.66, -3.30, 1.45], [-2.43, 4.19, -7.16], [-3.63, 4.33, -6.90], [-2.00, 3.85, -8.35], [-1.49, 4.36, -6.28], [-2.60, 3.81, -9.16], [-1.02, 3.65, -8.52], [-1.71, 4.68, -5.35], [-0.51, 4.29, -6.53], [-1.05, 5.31, 5.38], [-2.19, 4.40, 5.43], [-2.64, 4.16, 3.99], [-4.06, 4.02, 3.95], [-4.56, 3.84, 2.64], [-1.58, 3.21, 6.01], [-0.22, 5.07, 4.72], [-0.49, 5.61, 6.27], [-1.41, 6.32, 5.20], [-2.80, 4.88, 6.20], [-2.14, 3.34, 3.48], [-2.30, 4.99, 3.38], [-3.77, 3.76, 1.90], [-5.25, 4.65, 2.42], [-5.30, 3.03, 2.63], [-1.10, 2.89, 5.18], [-0.84, 3.25, 6.69]]}

(3)
{"formula": "C25H31BF4N7OSZr", "method": "ωB97M-V/def2-TZVPD", "e_homo_ev": -16.3751, "total_charge": 3, "orbital_gap_ev": 8.2448, "spin_multiplicity": 1, "e_above_lowest_kj_mol": 209.5, "species": ["Zr", "C", "N", "C", "C", "C", "C", "C", "C", "N", "C", "C", "C", "C", "C", "C", "N", "C", "C", "C", "C", "C", "N", "H", "H", "H", "H", "H", "H", "H", "H", "H", "H", "H", "H", "H", "H", "H", "H", "H", "H", "O", "N", "C", "C", "C", "C", "C", "S", "H", "H", "H", "H", "N", "C", "C", "N", "H", "H", "H", "H", "H", "H", "H", "H", "H", "F", "B", "F", "F", "F"], "positions_angstrom": [[0.17, -0.99, 0.46], [-0.44, 0.30, -2.48], [-0.78, -0.94, -1.72], [-2.26, -1.20, -1.76], [-2.80, -1.63, -0.43], [-3.99, -2.34, -0.37], [-4.56, -2.58, 0.87], [-3.92, -2.11, 2.01], [-2.70, -1.48, 1.87], [-2.13, -1.25, 0.67], [-0.14, -2.09, -2.42], [1.33, -2.17, -2.17], [2.15, -2.91, -2.99], [3.50, -3.02, -2.68], [3.98, -2.36, -1.55], [3.10, -1.64, -0.78], [1.78, -1.55, -1.06], [-1.01, 1.60, -1.96], [-0.50, 2.79, -2.46], [-1.08, 3.98, -2.05], [-2.13, 3.95, -1.14], [-2.55, 2.71, -0.69], [-2.01, 1.56, -1.09], [-0.76, 0.16, -3.52], [0.65, 0.39, -2.50], [-2.48, -1.94, -2.52], [-2.76, -0.28, -2.02], [-4.47, -2.67, -1.28], [-5.50, -3.12, 0.95], [-4.34, -2.26, 2.99], [-2.15, -1.16, 2.74], [-0.33, -2.02, -3.50], [-0.61, -3.02, -2.07], [1.74, -3.40, -3.87], [4.16, -3.60, -3.30], [5.02, -2.42, -1.27], [3.44, -1.14, 0.11], [0.30, 2.78, -3.18], [-0.73, 4.93, -2.44], [-2.61, 4.85, -0.81], [-3.38, 2.63, 0.00], [-0.25, 0.93, 1.01], [-0.09, 1.25, 2.32], [-1.04, 1.98, 2.94], [-0.86, 2.34, 4.24], [0.31, 1.94, 4.90], [1.26, 1.19, 4.24], [1.06, 0.83, 2.91], [2.12, -0.13, 1.94], [-1.90, 2.24, 2.33], [-1.62, 2.92, 4.74], [0.46, 2.21, 5.94], [2.16, 0.86, 4.73], [6.09, 4.58, -1.38], [4.82, 4.07, -0.73], [4.23, 2.89, -1.52], [2.98, 2.38, -0.98], [6.50, 5.35, -0.85], [5.91, 4.93, -2.33], [6.79, 3.85, -1.46], [4.12, 4.91, -0.70], [5.08, 3.79, 0.29], [4.96, 2.07, -1.53], [4.07, 3.19, -2.55], [2.24, 3.08, -1.02], [3.06, 2.05, -0.03], [-0.07, -2.10, 2.33], [0.43, -3.40, 1.71], [-0.25, -3.19, 0.39], [1.75, -3.16, 1.43], [0.05, -4.47, 2.36]]}

(4)
{"formula": "C25H33F6N4O5RuS2Sb", "method": "ωB97M-V/def2-TZVPD", "e_homo_ev": [-9.9001, -10.9727], "total_charge": 1, "orbital_gap_ev": [5.3359, 6.3875], "s2": 0.76, "spin_multiplicity": 2, "species": ["Ru", "C", "C", "N", "N", "C", "O", "C", "C", "C", "C", "C", "C", "C", "C", "C", "C", "C", "N", "H", "H", "H", "H", "H", "H", "H", "H", "H", "H", "H", "H", "F", "C", "F", "F", "S", "O", "O", "N", "S", "O", "O", "C", "F", "F", "F", "C", "C", "C", "Sb", "C", "C", "C", "C", "C", "C", "H", "H", "H", "H", "H", "H", "H", "H", "H", "H", "H", "H", "H", "H", "H", "H", "H", "H", "H", "H", "H"], "positions_angstrom": [[-1.02, -0.16, -0.44], [1.10, -4.36, 0.38], [0.26, -3.13, 0.32], [0.64, -2.13, 1.08], [-0.23, -1.06, 1.12], [-0.87, -0.50, 2.14], [-1.70, 0.36, 1.71], [-0.73, -0.78, 3.59], [-1.40, 0.08, 4.46], [-1.31, -0.11, 5.83], [-0.58, -1.17, 6.33], [0.07, -2.04, 5.47], [0.00, -1.85, 4.10], [-0.99, -3.20, -0.49], [-1.36, -4.44, -1.00], [-2.50, -4.57, -1.78], [-3.27, -3.45, -2.01], [-2.85, -2.24, -1.48], [-1.75, -2.10, -0.76], [1.92, -4.23, 1.08], [1.47, -4.66, -0.60], [0.49, -5.17, 0.78], [-1.98, 0.89, 4.04], [-1.83, 0.56, 6.50], [-0.51, -1.33, 7.40], [0.64, -2.88, 5.86], [0.49, -2.55, 3.44], [-0.76, -5.31, -0.81], [-2.77, -5.53, -2.18], [-4.17, -3.50, -2.60], [-3.41, -1.33, -1.66], [2.93, -1.17, -3.86], [1.89, -0.36, -4.04], [1.61, -0.28, -5.33], [2.19, 0.84, -3.57], [0.44, -1.09, -3.14], [0.66, -0.61, -1.76], [0.53, -2.50, -3.34], [-0.86, -0.49, -3.74], [-1.42, 0.92, -3.28], [-2.28, 0.76, -2.11], [-0.47, 1.99, -3.27], [-2.59, 1.22, -4.67], [-3.24, 2.35, -4.42], [-1.92, 1.32, -5.80], [-3.46, 0.22, -4.75], [2.81, 3.60, 0.14], [1.79, 3.11, -0.89], [1.43, 4.20, -1.89], [0.11, 2.18, 0.12], [-1.26, 3.73, 0.74], [-0.58, 5.04, 1.13], [-2.33, 3.92, -0.34], [2.21, -1.40, 0.92], [3.16, -2.24, 0.12], [2.61, -1.04, 2.31], [3.72, 3.93, -0.37], [3.08, 2.83, 0.86], [2.42, 4.46, 0.70], [2.22, 2.26, -1.43], [1.13, 5.12, -1.38], [0.63, 3.91, -2.56], [2.31, 4.44, -2.49], [-1.71, 3.28, 1.62], [-0.11, 5.52, 0.27], [0.17, 4.90, 1.90], [-1.33, 5.73, 1.52], [-1.90, 4.31, -1.26], [-3.08, 4.63, 0.01], [-2.83, 2.98, -0.57], [1.67, -0.64, 0.36], [4.13, -1.75, 0.21], [2.89, -2.28, -0.94], [3.31, -3.23, 0.52], [3.44, -0.32, 2.22], [2.98, -1.89, 2.87], [1.82, -0.52, 2.84]]}

(5)
{"formula": "C21H45IrN2P3S2", "method": "ωB97M-V/def2-TZVPD", "e_homo_ev": [-13.4776, -16.7128], "total_charge": 3, "orbital_gap_ev": [5.7157, 4.4331], "s2": 6.02, "spin_multiplicity": 5, "e_above_lowest_kj_mol": 150.0, "species": ["Ir", "P", "P", "P", "H", "C", "C", "H", "C", "C", "C", "C", "C", "C", "C", "C", "C", "H", "H", "H", "H", "H", "H", "H", "H", "H", "H", "H", "H", "H", "H", "H", "H", "H", "H", "H", "H", "H", "H", "H", "H", "H", "H", "H", "H", "H", "C", "C", "C", "C", "C", "C", "S", "H", "H", "H", "H", "H", "H", "S", "C", "N", "C", "C", "C", "N", "H", "H", "H", "H", "H", "H", "H", "H"], "positions_angstrom": [[-0.07, 0.74, 0.26], [1.71, 1.96, 1.08], [-1.49, 0.94, 1.92], [-1.18, 2.43, -1.02], [0.45, -3.30, -6.22], [0.50, -2.33, -6.73], [1.73, -1.80, -6.81], [2.50, -2.13, -6.15], [3.10, 1.00, 1.75], [1.33, 3.21, 2.36], [2.58, 2.92, -0.23], [-2.82, -0.23, 1.54], [-0.97, 0.46, 3.59], [-2.23, 2.58, 2.28], [-0.71, 2.67, -2.81], [-0.90, 4.13, -0.41], [-2.98, 2.12, -1.19], [-0.43, -1.94, -7.23], [1.96, -1.09, -7.66], [3.05, -0.04, 1.40], [3.10, 1.02, 2.85], [4.04, 1.45, 1.39], [0.85, 2.76, 3.23], [0.67, 3.99, 1.97], [2.26, 3.68, 2.68], [3.05, 2.23, -0.93], [3.35, 3.52, 0.26], [1.91, 3.58, -0.77], [-3.54, -0.20, 2.37], [-2.40, -1.24, 1.46], [-3.34, 0.03, 0.61], [-1.77, 0.78, 4.27], [-0.03, 0.95, 3.89], [-0.86, -0.63, 3.65], [-2.90, 2.45, 3.14], [-2.82, 2.97, 1.45], [-1.46, 3.30, 2.55], [-1.27, 3.51, -3.24], [-0.90, 1.78, -3.41], [0.36, 2.87, -2.90], [-1.53, 4.79, -1.03], [0.16, 4.39, -0.54], [-1.18, 4.23, 0.65], [-3.35, 2.76, -2.01], [-3.51, 2.36, -0.27], [-3.16, 1.07, -1.45], [0.32, -1.12, -2.75], [-1.09, -1.27, -2.83], [-1.57, -2.26, -3.74], [-0.70, -3.23, -4.20], [0.68, -3.23, -3.88], [1.20, -2.08, -3.29], [1.27, 0.24, -2.04], [0.46, 1.25, -2.02], [-1.72, -0.64, -2.20], [-2.62, -2.24, -4.13], [-1.10, -3.96, -4.90], [1.39, -4.00, -4.14], [2.28, -1.83, -3.27], [0.71, -1.57, 0.70], [0.67, -2.30, 2.25], [1.28, -1.78, 3.34], [1.10, -2.35, 4.69], [1.07, -3.86, 4.55], [0.00, -4.31, 3.57], [0.04, -3.48, 2.37], [1.68, -0.86, 3.22], [0.19, -1.96, 5.14], [1.95, -2.02, 5.30], [0.90, -4.29, 5.53], [2.07, -4.21, 4.23], [-1.00, -4.25, 4.02], [0.18, -5.37, 3.32], [-0.51, -3.76, 1.57]]}

(6)
{"formula": "C3H5NOS", "method": "ωB97M-V/def2-TZVPD", "e_homo_ev": -9.8377, "smiles": "N[C@H]1CSC1=O", "orbital_gap_ev": 10.2860, "spin_multiplicity": 1, "e_above_lowest_kj_mol": 176.3, "species": ["C", "C", "C", "H", "H", "H", "H", "H", "N", "O", "S"], "positions_angstrom": [[0.44, -0.02, 0.23], [0.39, 0.64, -1.15], [-0.65, 0.94, 0.87], [-0.80, -1.40, 0.98], [0.50, -2.16, 0.20], [1.36, -0.18, 0.82], [1.35, 0.90, -1.54], [-0.14, -0.13, -1.87], [-0.24, -1.44, 0.17], [-1.49, 0.76, 1.82], [-0.73, 2.08, -0.52]]}